2 unconnected molecules or ions with the total composition C3H5Cl2NO2 at a distorted geometry, computed with the ωB97M-V functional and the def2-TZVPD basis.

Calculated total energy   -33815.513 eV
HOMO-LUMO gap (alpha / beta)   7.40 / 9.02 eV
E_LUMO (alpha / beta)   -0.075 / -0.023 Eh
2S+1   1
Energy above the lowest of the compared OMol25 structures with the same formula, charge and spin   152.30 kcal/mol

Last column: Mulliken charge in e.
Cartesian coordinates (Å):
1 C 0.18613 -1.15856 0.79011  -0.743
2 C -0.49623 1.13906 -1.61110  -0.472
3 C -1.34082 0.52652 -0.53483  -0.027
4 N -1.51279 1.07382 0.75761  1.040
5 O -2.50137 0.80616 1.37306  -0.599
6 O -0.63977 1.81572 1.11185  -0.596
7 Cl 0.42900 -0.07820 -2.50812  -0.157
8 Cl -2.62465 -0.49465 -1.13487  -0.092
9 H 1.18884 -0.97847 0.31114  0.305
10 H -0.69182 -1.69787 0.33657  0.339
11 H 0.11265 -0.80749 1.79916  0.299
12 H 0.10641 1.85056 -1.04777  0.323
13 H -1.02319 1.64968 -2.38193  0.380

Atoms 1-2, force components in eV/Å:
-0.3971 0.3810 -1.7313
0.3861 0.0882 1.7663